No. 1
Below is a 2-piece molecular cluster, C2H7O2 overall, with properties calculated with wB97M-V/def2-TZVPD.

For the relative energy (zero: lowest compared OMol25 entry of this formula, charge and spin), the calculation gives 28.4 kcal/mol.

```
! wB97M-V def2-TZVPD RIJCOSX def2/J DEFGRID3
* xyz -1 1
C 1.125 1.271 0.885
O 0.717 2.328 0.018
H 1.754 0.559 0.345
H 1.660 1.681 1.753
H 0.255 0.704 1.205
H 0.022 1.901 -0.509
C -1.100 -1.686 -0.737
O -0.586 -0.449 -0.582
H -2.221 -1.722 -0.837
H -0.749 -2.211 -1.662
H -0.878 -2.376 0.120
*
```

No. 2
Below is C35H30F3N5O2PdS3Te as an isolated structure at a distorted geometry, with properties calculated with wB97M-V/def2-TZVPD.

For the relative energy (zero: lowest compared OMol25 entry of this formula, charge and spin), the calculation gives 0.0 kcal/mol.

```
! wB97M-V def2-TZVPD RIJCOSX def2/J DEFGRID3
* xyz 0 1
Pd 0.567 -1.341 -0.029
S -4.731 2.023 -3.329
C -4.200 2.908 -4.689
C -2.848 2.853 -4.823
C -2.230 2.082 -3.802
C -3.123 1.560 -2.915
C -2.836 0.731 -1.733
C -1.542 0.198 -1.546
N -1.202 -0.508 -0.490
C -2.137 -0.709 0.491
C -3.451 -0.269 0.363
C -4.384 -0.539 1.423
C -4.004 -1.174 2.550
C -2.643 -1.595 2.732
C -2.166 -2.226 3.893
C -0.842 -2.574 4.006
C 0.005 -2.269 2.919
N -0.426 -1.705 1.818
C -1.729 -1.364 1.706
C -0.287 -3.237 5.200
C 0.948 -3.803 5.350
C 1.148 -4.364 6.641
C 0.063 -4.213 7.447
S -1.201 -3.391 6.650
C -3.789 0.452 -0.789
H -4.912 3.419 -5.318
H -2.304 3.344 -5.619
H -1.159 1.939 -3.739
H -0.768 0.344 -2.286
H -5.407 -0.206 1.301
H -4.718 -1.361 3.342
H -2.863 -2.434 4.698
H 1.066 -2.482 2.957
H 1.691 -3.842 4.565
H 2.057 -4.862 6.949
H -0.059 -4.542 8.467
H -4.804 0.819 -0.898
C -0.045 4.672 2.917
C 0.105 3.352 3.674
C 0.921 2.356 2.907
N 0.444 1.616 1.969
N 1.394 0.836 1.349
C 2.580 0.976 1.855
N 3.668 0.287 1.410
S 2.633 2.137 3.143
H -0.660 5.374 3.482
H -0.514 4.502 1.948
H 0.928 5.136 2.743
H -0.874 2.902 3.848
H 0.558 3.526 4.651
H 3.450 -0.612 0.990
H 4.484 0.291 1.995
F 4.451 -3.946 0.810
C 3.291 -4.185 1.425
F 3.397 -3.688 2.680
F 3.143 -5.496 1.535
C 2.109 -3.521 0.690
O 1.198 -4.184 0.236
O 2.231 -2.224 0.671
C 1.760 3.428 -6.005
C 1.594 2.220 -5.120
C 2.226 2.137 -3.885
C 2.114 1.011 -3.074
C 2.864 0.967 -1.768
C 1.309 -0.069 -3.485
Te 1.340 -1.914 -2.425
C 0.624 0.022 -4.714
C -0.316 -1.034 -5.238
C 0.802 1.154 -5.513
H 2.387 4.182 -5.531
H 0.796 3.890 -6.232
H 2.220 3.157 -6.957
H 2.852 2.960 -3.552
H 3.468 1.864 -1.625
H 3.513 0.091 -1.719
H 2.167 0.878 -0.927
H -0.688 -1.684 -4.448
H 0.187 -1.672 -5.970
H -1.167 -0.563 -5.738
H 0.274 1.206 -6.462
*
```

No. 3
Below is one molecule with the formula C19H16N2O3 at a distorted geometry, with properties calculated with wB97M-V/def2-TZVPD.

For the relative energy (zero: lowest compared OMol25 entry of this formula, charge and spin), the calculation gives 276.6 kcal/mol. As for the SMILES: CC(=O)Nc1cccc(-c2cc(C)c3cc4c(cc3n2)OCO4)c1.

```
! wB97M-V def2-TZVPD RIJCOSX def2/J DEFGRID3
* xyz 0 1
C -0.405 4.634 -4.623
C 0.150 3.226 -4.581
O 0.713 2.711 -5.596
N 0.026 2.584 -3.500
C 0.354 1.428 -3.194
C 1.259 0.549 -4.071
C 1.654 -0.752 -3.791
C 1.338 -1.251 -2.503
C 0.840 -0.264 -1.576
C 0.420 -0.987 -0.203
C 0.364 -2.371 0.082
C 0.149 -2.701 1.275
C -0.331 -4.342 1.617
C -0.360 -1.685 2.298
C -0.480 -2.006 3.688
C -0.874 -1.104 4.610
C -0.662 0.468 4.139
C -0.415 0.880 2.955
C -0.061 -0.247 1.914
N 0.002 0.020 0.657
O -1.123 1.207 5.160
C -1.284 0.229 6.270
O -1.099 -0.956 5.940
C 0.300 0.923 -1.979
H 0.538 5.422 -4.847
H -0.924 4.818 -3.762
H -1.078 4.620 -5.607
H -0.594 2.977 -2.811
H 1.583 0.727 -5.209
H 2.255 -1.402 -4.545
H 1.670 -2.039 -2.109
H 0.633 -3.006 -0.701
H 0.043 -4.794 0.910
H -1.193 -4.205 2.140
H 0.578 -4.565 2.479
H -0.576 -2.932 4.001
H -0.347 1.823 2.524
H -2.256 0.488 6.700
H -0.589 0.662 7.115
H -0.219 1.212 -1.264
*
```

No. 4
Below is one molecule with the formula C9H14 at a distorted geometry, with properties calculated with wB97M-V/def2-TZVPD.

For the relative energy (zero: lowest compared OMol25 entry of this formula, charge and spin), the calculation gives 149.1 kcal/mol.

```
! wB97M-V def2-TZVPD RIJCOSX def2/J DEFGRID3
* xyz 0 1
C -0.101 0.830 -0.101
C -0.994 1.467 -0.890
C 0.922 1.467 0.855
C -1.550 0.209 -0.354
C 1.275 0.162 0.087
C -2.690 0.365 0.709
C -1.507 -1.204 -0.880
C 1.495 -1.133 0.786
C 2.131 0.374 -1.175
H 1.350 2.449 0.537
H 0.755 1.333 1.953
H -2.447 1.176 1.304
H -2.759 -0.392 1.407
H -3.641 0.471 0.282
H -1.710 -1.956 -0.048
H -0.459 -1.436 -1.266
H -2.207 -1.280 -1.640
H 1.859 -1.805 0.055
H 0.780 -1.501 1.491
H 2.389 -1.004 1.395
H 1.852 -0.277 -1.920
H 3.239 0.323 -1.118
H 2.019 1.361 -1.469
*
```

No. 5
Below is C17H31MgN5OS4 as an isolated structure at a distorted geometry, with properties calculated with wB97M-V/def2-TZVPD.

For the relative energy (zero: lowest compared OMol25 entry of this formula, charge and spin), the calculation gives 17.2 kcal/mol.

```
! wB97M-V def2-TZVPD RIJCOSX def2/J DEFGRID3
* xyz -2 1
Mg 0.606 -0.053 -0.471
S -1.869 -3.458 -0.325
S -0.172 -3.950 -1.308
S 1.487 -2.688 -0.842
S 2.537 -3.353 0.731
N 0.263 -1.913 2.516
C 1.005 -1.416 3.534
C 2.089 -2.151 4.043
C 2.809 -1.688 5.119
C 2.483 -0.485 5.731
C 1.411 0.246 5.242
C 0.679 -0.203 4.163
H 0.713 -2.646 1.967
H -0.309 -1.271 1.978
H 2.365 -3.070 3.546
H 3.651 -2.264 5.483
H 3.060 -0.120 6.573
H 1.148 1.195 5.695
H -0.148 0.382 3.783
N 2.644 1.182 1.900
N 2.500 0.040 1.051
H 2.381 0.959 2.867
H 1.969 1.864 1.557
H 1.670 -0.503 1.291
H 3.294 -0.580 1.204
C 2.779 3.381 -3.232
C 1.453 3.528 -2.865
C 0.826 2.540 -2.120
C 1.473 1.376 -1.710
C 2.805 1.261 -2.102
C 3.450 2.232 -2.851
H 3.292 4.154 -3.797
H 0.911 4.426 -3.155
H -0.209 2.685 -1.831
H 3.365 0.384 -1.801
H 4.492 2.102 -3.129
C -3.359 -1.845 -2.928
C -3.320 -0.368 -2.517
C -4.499 -0.080 -1.587
C -3.418 0.507 -3.779
N -2.097 0.053 -1.808
N -0.947 -0.766 -1.954
H -4.362 -2.103 -3.264
H -3.102 -2.488 -2.082
H -2.663 -2.042 -3.743
H -5.450 -0.235 -2.092
H -4.451 0.949 -1.236
H -4.450 -0.744 -0.728
H -4.288 0.237 -4.376
H -2.526 0.374 -4.385
H -3.484 1.555 -3.500
H -2.263 0.061 -0.806
H -0.673 -0.816 -2.933
H -1.149 -1.725 -1.638
C -1.295 1.482 1.391
O -0.433 0.595 0.838
H -0.778 2.228 2.032
H -2.053 0.982 2.032
H -1.847 2.065 0.631
*
```

No. 6
Below is C9H36BeN18O9 as an isolated structure at a distorted geometry, with properties calculated with wB97M-V/def2-TZVPD.

For the relative energy (zero: lowest compared OMol25 entry of this formula, charge and spin), the calculation gives 47.4 kcal/mol.

```
! wB97M-V def2-TZVPD RIJCOSX def2/J DEFGRID3
* xyz 2 1
Be 0.172 -0.123 -0.128
C 2.707 -0.870 -2.446
O 1.679 -1.378 -1.998
N 3.028 0.429 -2.316
N 3.732 -1.611 -2.969
H 2.431 1.125 -1.902
H 3.973 0.641 -2.579
H 4.565 -1.165 -3.308
H 3.555 -2.567 -3.229
C -0.621 -3.427 1.078
O -0.080 -2.370 0.737
N -0.061 -4.133 2.101
N -1.783 -3.841 0.547
H -0.616 -4.871 2.509
H 0.113 -3.359 2.736
H -2.393 -3.093 0.259
H -2.133 -4.719 0.889
C 3.832 -1.456 1.133
O 2.647 -1.201 0.926
N 4.704 -1.651 0.107
N 4.411 -1.430 2.368
H 5.636 -1.945 0.332
H 4.281 -1.691 -0.805
H 5.313 -1.862 2.486
H 3.746 -1.575 3.112
C -3.142 -0.263 1.168
O -2.018 -0.269 0.701
N -3.459 -0.831 2.395
N -4.274 -0.166 0.427
H -4.398 -1.093 2.621
H -2.680 -1.188 2.921
H -4.265 0.167 -0.524
H -5.192 -0.315 0.804
C -2.615 -2.222 -2.410
O -1.860 -1.769 -1.542
N -3.965 -2.019 -2.310
N -2.129 -2.820 -3.504
H -4.306 -1.797 -1.392
H -4.611 -2.459 -2.945
H -2.701 -3.278 -4.192
H -1.127 -2.850 -3.594
C -1.053 3.568 -0.115
O -1.096 2.349 0.084
N -1.113 4.182 -1.321
N -1.212 4.425 0.916
H -1.350 5.156 -1.294
H -1.097 3.606 -2.146
H -1.112 5.424 0.948
H -1.598 3.992 1.739
C -0.207 0.825 3.369
O 0.426 0.609 2.332
N 0.381 0.545 4.556
N -1.410 1.436 3.417
H 1.258 0.081 4.371
H -0.162 0.230 5.344
H -1.699 1.758 4.323
H -1.786 1.645 2.506
C -0.574 1.276 -3.342
O 0.013 1.003 -2.302
N -1.693 0.611 -3.751
N -0.293 2.359 -4.088
H -2.075 0.887 -4.638
H -2.100 -0.152 -3.245
H -0.881 2.710 -4.820
H 0.533 2.855 -3.794
C 2.357 2.229 1.110
O 1.978 1.577 0.138
N 1.789 3.390 1.497
N 3.268 1.757 2.043
H 2.047 3.739 2.404
H 1.028 3.854 1.040
H 3.609 2.496 2.631
H 3.726 0.889 1.828
*
```